Entry 1:
5
Properties=species:S:1:pos:R:3:nbo_charge:R:1 method="wB97M-V/def2-TZVPD" homo_energy_ev="-9.0 / -9.0" de_lowest_kcal_mol=106.6 max_force_ev_per_a=3.56 homo_lumo_gap_ha="0.19746 / 0.19739" total_charge=0
S 0.7947 0.9288 0.0926 0.279
S 0.9196 -1.8651 -1.0309 -0.008
C 0.2257 -0.6190 -0.1484 -0.532
H -0.7213 -0.8193 0.1261 0.196
H -1.2187 2.3746 0.9607 0.066

***

Entry 2:
47
Properties=species:S:1:pos:R:3:nbo_charge:R:1 method="wB97M-V/def2-TZVPD" homo_energy_ev=-7.9 de_lowest_kcal_mol=405.2 max_force_ev_per_a=17.44 homo_lumo_gap_ha=0.28501 total_charge=0
O -2.7420 0.3221 -4.3612 -0.562
O -4.0823 1.6104 -2.9197 -0.735
O -2.2289 -0.5568 5.0850 -0.574
O 1.6801 -0.5934 -2.7836 -0.506
O -0.7076 1.2097 4.8523 -0.461
O -0.7735 -0.0264 -2.9376 -0.533
O 4.6245 1.6119 0.5805 -0.706
C 0.3890 -3.0430 -2.5353 -0.638
C -2.6609 -0.6370 2.6407 -0.209
C -0.6131 0.8396 -0.1799 -0.286
C 1.0530 -1.8916 -3.3271 -0.108
C 3.8851 0.6549 0.8585 0.011
C -1.7960 0.5122 -2.4594 0.186
C -1.3146 0.7279 5.7576 0.305
C -2.9403 0.6529 -3.2776 0.721
C 0.6463 0.0412 -2.2655 0.419
C -1.9228 0.0148 3.6856 0.210
C 2.6207 0.9080 -0.1810 -0.416
C -0.3313 1.2157 2.3217 -0.196
C -0.9614 0.8044 3.6103 0.197
C -1.0225 0.4922 1.1563 -0.065
C -2.0455 -0.3803 1.4246 -0.191
C -1.7010 1.2485 -1.1623 -0.200
C 1.6306 -0.2079 0.0166 -0.400
C 0.4599 -0.3413 -0.7816 -0.290
H 1.1120 1.0850 -2.3753 0.193
H 1.9985 -2.2771 -3.8621 0.198
H -2.7475 1.7198 -0.7305 0.272
H -0.7136 -0.0657 6.3954 0.144
H 1.4642 -0.5338 1.0829 0.244
H 3.0229 0.9695 -1.1685 0.206
H 2.1989 1.6451 0.0454 0.151
H -0.3341 -1.0287 -0.5239 0.248
H 3.4042 0.5913 1.8857 0.125
H -3.2752 -1.5549 2.8529 0.253
H 2.2915 -1.2946 -0.2461 0.182
H 0.4002 1.9126 2.2155 0.215
H 0.2693 -1.5812 -4.1337 0.202
H 4.5268 -0.1905 0.6269 0.181
H -2.6085 -0.9979 0.3883 0.211
H 4.3268 2.5917 0.6613 0.477
H -0.4829 -2.6686 -2.1713 0.204
H 0.2090 -3.8168 -3.2809 0.239
H 1.0726 -3.1494 -1.5711 0.220
H -3.3335 0.4291 -4.9598 0.504
H 0.0547 1.8500 -0.1899 0.212
H -2.0016 1.1765 6.2409 0.146

***

Entry 3:
20
Properties=species:S:1:pos:R:3:nbo_charge:R:1 method="wB97M-V/def2-TZVPD" homo_energy_ev=-8.7 de_lowest_kcal_mol=8.0 max_force_ev_per_a=1.76 homo_lumo_gap_ha=0.35295 total_charge=0
N -0.6668 -0.7641 1.4753 -0.463
N 0.5683 1.0470 1.4934 -0.531
C 1.4978 -0.8536 -1.5235 -0.618
C -0.4520 1.2797 0.6018 -0.125
C 0.3747 -0.1974 2.0043 0.179
C -2.2444 -0.2991 -0.3679 -0.639
C 1.5565 -0.1753 -2.9237 -0.616
C -1.2360 0.1647 0.6299 0.095
H 0.6609 -0.4394 -0.9577 0.211
H -0.3793 2.1051 -0.0871 0.216
H 1.2985 -1.9217 -1.6018 0.204
H 1.1145 1.7860 1.9028 0.413
H 0.8241 0.6130 -3.0286 0.204
H 2.3957 -0.7607 -0.9096 0.202
H 2.5508 0.2586 -3.0384 0.202
H 1.0792 -0.5926 2.7168 0.195
H 1.4824 -0.9647 -3.6634 0.207
H -2.6204 0.4812 -1.0137 0.215
H -3.0909 -0.7437 0.1552 0.224
H -1.8377 -1.1485 -0.9201 0.226

***

Entry 4:
10
Properties=species:S:1:pos:R:3:nbo_charge:R:1 method="wB97M-V/def2-TZVPD" homo_energy_ev=-10.0 de_lowest_kcal_mol=24.9 max_force_ev_per_a=3.70 homo_lumo_gap_ha=0.39286 total_charge=0
Cl -2.0832 0.9526 -0.4479 0.037
F 0.0629 -2.2171 0.0598 -0.315
N 2.0755 1.6620 -0.9889 -0.294
C -0.7309 -1.2856 -0.4472 0.249
C 1.4291 1.1372 -0.1780 0.280
C -0.6703 -0.0085 -0.1527 -0.120
C 0.4597 0.5260 0.6550 -0.565
H 0.0584 1.2691 1.2930 0.268
H 0.9308 -0.2647 1.2873 0.277
H -1.5320 -1.7710 -1.0804 0.185